84
Properties=species:S:1:pos:R:3:lowdin_charge:R:1 method="wB97M-V/def2-TZVPD" charge=0 e_homo_ev=-8.11 largest_force_ha_per_bohr=0.01162 energy_ha=-3188.8705 gap_ev=8.119 de_lowest_ev=0.0000 spin_multiplicity=1
Zr 0.72594 -0.02649 0.01335 1.888
O 1.86932 -1.96414 -3.55270 0.078
C 1.88693 -1.29807 -2.53563 -0.579
O 0.98626 -0.47573 -2.11828 -0.166
C 3.07797 -1.35692 -1.59423 -0.151
C 4.37359 -1.62932 -1.98750 0.028
C 5.38833 -1.46785 -1.04982 -0.018
C 5.08011 -1.02817 0.23245 0.028
C 3.75364 -0.78686 0.53599 -0.142
N 2.78998 -0.96414 -0.35923 0.059
C 3.26919 -0.13357 1.81938 -0.559
O 3.98397 -0.09909 2.80172 0.077
O 2.08526 0.35484 1.68911 -0.199
H 4.56228 -1.93275 -3.00718 0.124
H 6.41830 -1.64813 -1.32915 0.113
H 5.83012 -0.84525 0.98828 0.124
C 2.14776 3.09013 3.50265 -0.059
C 0.70676 3.03244 3.98484 -0.225
N 0.19260 1.66573 4.09715 -0.090
C 0.49372 0.91977 5.32681 -0.180
C 1.62096 -0.08647 5.14869 -0.056
C -0.45590 1.05883 3.11890 -0.672
S -0.65860 1.80179 1.56538 0.767
N -1.03689 -0.12712 3.39364 0.124
C -0.87371 -1.14769 2.59919 -0.440
O -0.00024 -1.22276 1.67657 -0.193
C -1.73367 -2.34637 2.81470 -0.128
C -2.84095 -2.28757 3.65587 -0.023
C -3.65571 -3.39762 3.80954 -0.080
C -3.36488 -4.57322 3.12883 -0.089
C -2.25563 -4.63743 2.29645 -0.079
C -1.44226 -3.52578 2.13529 -0.020
H 2.45642 4.13273 3.40858 0.078
H 2.23729 2.60139 2.53462 0.056
H 2.82601 2.59388 4.19770 0.074
H 0.05848 3.58115 3.30718 0.077
H 0.61054 3.48138 4.97513 0.115
H -0.42040 0.41715 5.64330 0.115
H 0.75410 1.66204 6.08056 0.115
H 1.38216 -0.79215 4.35424 0.071
H 1.76396 -0.64610 6.07429 0.079
H 2.56020 0.39410 4.87503 0.058
H -3.04854 -1.36527 4.18176 0.110
H -4.51879 -3.34945 4.46089 0.102
H -3.99985 -5.44140 3.25311 0.101
H -2.02065 -5.55868 1.77778 0.100
H -0.57336 -3.55449 1.49087 0.107
C -2.08943 4.81268 -4.22072 -0.032
C -1.35630 3.55537 -4.58742 -0.196
C -1.76394 2.76025 -5.64527 -0.071
C -1.08440 1.58746 -5.94770 -0.670
Cl -1.64443 0.59837 -7.26734 0.640
C 0.01538 1.19502 -5.21500 -0.085
C 0.44194 1.99131 -4.15880 0.002
C -0.24458 3.14981 -3.83888 -0.221
O 0.07026 3.96669 -2.78638 -0.022
C 1.15146 3.61436 -1.96453 -0.078
C 0.96788 2.30772 -1.22452 -0.653
O -0.16147 1.75893 -1.14032 -0.170
O 1.96855 1.75823 -0.68994 -0.071
H -2.85257 5.04277 -4.96286 0.077
H -1.40587 5.65898 -4.14476 0.084
H -2.57193 4.70915 -3.24621 0.086
H -2.61990 3.05145 -6.24035 0.109
H 0.52386 0.26599 -5.43466 0.109
H 1.29155 1.65468 -3.58250 0.109
H 1.22332 4.40375 -1.21473 0.150
H 2.09570 3.57130 -2.51309 0.145
C -1.14667 -4.24018 -2.15471 0.020
N -1.75160 -2.99157 -1.69833 -0.015
C -3.01584 -2.62031 -2.02158 -0.021
C -3.52782 -1.42508 -1.65920 0.021
C -2.66973 -0.52944 -0.94578 -0.333
N -1.42832 -0.90072 -0.65320 0.105
C -0.95744 -2.12484 -0.98272 -0.514
O 0.19456 -2.42259 -0.65700 -0.010
N -3.07499 0.67305 -0.56090 0.203
H -1.87988 -4.79068 -2.73779 0.093
H -0.83434 -4.83359 -1.29761 0.097
H -0.27385 -4.01557 -2.76625 0.102
H -3.58585 -3.34660 -2.58383 0.136
H -4.53950 -1.15191 -1.91409 0.113
H -4.00287 0.99375 -0.76561 0.120
H -2.45308 1.24070 0.00851 0.020